DFT (ωB97M-V/def2-TZVPD) results for a single C3H6N2 molecule.

```
11
Properties=species:S:1:pos:R:3:mulliken_charge:R:1
C -1.737 0.135 0.081 -0.320
N -1.084 -0.717 -0.645 -0.298
N 0.351 -0.810 -0.659 -0.176
C 1.072 0.499 -0.535 -0.343
C 0.953 -0.499 0.565 -0.210
H -2.888 -0.020 0.199 0.275
H -1.101 1.050 0.466 0.237
H 2.004 0.378 -1.045 0.242
H 0.418 1.339 -0.666 0.192
H 1.816 -1.040 0.844 0.211
H 0.196 -0.315 1.395 0.191
```

Results
LUMO level	1.0713	eV
SMILES	C=NN1CC1
charge	0
total energy	-227.27804	a.u.
relative energy (zero: lowest compared OMol25 entry of this formula, charge and spin)	385.4	kJ/mol
gap between HOMO and LUMO	9.88	eV
HOMO energy	-8.8	eV


DFT (ωB97M-V/def2-TZVPD) results for 2 unconnected molecules or ions with the total composition C5H14O.

```
20
Properties=species:S:1:pos:R:3:mulliken_charge:R:1
C -1.276 0.194 2.063 -1.197
C -1.390 -1.054 1.267 0.187
C -2.571 -0.650 0.303 -1.203
H -0.246 0.513 2.224 0.295
H -1.856 1.064 1.803 0.355
H -1.491 -0.053 3.142 0.285
H -1.319 -1.950 1.820 0.470
H -0.631 -0.984 0.475 -0.117
H -2.428 -0.310 -0.715 0.336
H -3.209 0.212 0.558 0.315
H -3.050 -1.634 0.105 0.293
C 2.735 0.815 -1.924 -1.160
C 1.507 0.591 -1.128 -0.062
O 1.489 -0.574 -0.336 -0.479
H 3.504 1.291 -1.257 0.274
H 2.775 1.552 -2.740 0.314
H 3.347 0.029 -2.367 0.368
H 1.445 1.502 -0.445 0.226
H 0.679 0.605 -1.862 0.201
H 1.987 -1.157 -0.987 0.300
```

Results
LUMO level	0.9264	eV
SMILES	CCC.CCO
charge	0
total energy	-274.04099	a.u.
relative energy (zero: lowest compared OMol25 entry of this formula, charge and spin)	265.4	kJ/mol
gap between HOMO and LUMO	10.71	eV
HOMO energy	-9.8	eV


DFT (ωB97M-V/def2-TZVPD) results for a molecular structure, C31H23N9ReS.

```
65
Properties=species:S:1:pos:R:3:mulliken_spin:R:1
Re 0.644 -0.949 0.348 2.522
C -0.459 -0.514 -3.814 -0.009
C 0.705 -0.065 -4.443 0.022
C 1.892 -0.205 -3.772 -0.011
C 1.906 -0.717 -2.461 0.008
N 0.746 -0.975 -1.789 -0.028
C -0.389 -0.951 -2.515 0.024
N 3.107 -1.034 -1.957 -0.008
C 3.414 -1.311 -0.743 0.001
N 2.622 -1.064 0.370 -0.034
C 3.380 -1.316 1.507 -0.014
N 3.041 -1.053 2.714 -0.005
C 1.840 -0.687 3.193 0.011
C 1.836 -0.207 4.516 -0.012
C 0.647 -0.003 5.169 0.024
C -0.533 -0.328 4.498 -0.006
C -0.466 -0.729 3.186 0.035
N 0.683 -0.852 2.491 -0.042
C 4.671 -1.852 1.102 -0.003
C 5.761 -2.292 1.830 0.006
C 6.882 -2.714 1.121 0.001
C 6.899 -2.717 -0.268 0.001
C 5.798 -2.293 -1.006 0.006
C 4.691 -1.850 -0.305 -0.004
H -1.405 -0.522 -4.328 0.001
H 0.680 0.334 -5.445 0.000
H 2.843 0.032 -4.222 0.000
H -1.279 -1.323 -2.022 0.001
H 2.793 -0.043 4.985 0.000
H 0.632 0.362 6.185 0.000
H -1.491 -0.257 4.986 0.001
H -1.382 -0.982 2.663 -0.004
H 5.740 -2.299 2.907 0.000
H 7.759 -3.036 1.660 0.000
H 7.787 -3.048 -0.783 0.000
H 5.804 -2.300 -2.083 0.000
S -1.212 -2.555 0.436 0.098
C -2.457 -1.323 0.259 0.072
N -3.685 -1.746 0.448 0.035
N -4.784 -1.110 0.217 0.314
C -5.093 -0.114 -0.691 -0.016
C -6.245 0.651 -0.450 0.081
C -6.638 1.605 -1.362 -0.043
C -5.922 1.774 -2.541 0.091
C -4.788 1.008 -2.788 -0.035
C -4.354 0.084 -1.866 0.068
N -2.143 -0.037 0.110 -0.105
N -0.918 0.355 0.223 0.003
C -0.744 1.743 0.244 -0.045
C 0.553 2.281 0.303 0.057
C 0.737 3.648 0.364 0.054
C -0.359 4.504 0.368 -0.041
C -1.643 3.979 0.305 0.017
C -1.843 2.615 0.245 -0.043
H -5.568 -1.505 0.741 -0.019
H -6.798 0.510 0.465 0.000
H -7.506 2.213 -1.168 0.000
H -6.254 2.489 -3.275 0.004
H -4.248 1.128 -3.714 0.001
H -3.481 -0.516 -2.069 0.010
H 1.416 1.614 0.322 -0.037
H 1.733 4.055 0.419 0.001
H -0.218 5.572 0.436 -0.001
H -2.499 4.634 0.316 0.000
H -2.841 2.204 0.226 -0.006
```

Results
LUMO level (spin up / spin down)	-7.2464 / -7.9375	eV
multiplicity	4
charge	+2
total energy	-2163.85847	a.u.
expectation value of S²	4.06
gap between HOMO and LUMO (spin up / spin down)	6.17 / 5.81	eV
HOMO energy (spin up / spin down)	-13.4 / -13.7	eV


DFT (ωB97M-V/def2-TZVPD) results for a molecular structure, C11H30IOP2RhSi.

```
47
Properties=species:S:1:pos:R:3:mulliken_spin:R:1
C -2.714 0.696 -0.139 0.354
I -1.986 1.960 -2.623 1.264
H -2.434 0.311 0.892 0.014
H -3.537 0.141 -0.588 0.024
H -3.010 1.789 -0.017 -0.014
Rh -0.885 0.296 -0.687 1.379
P -1.204 -1.897 0.118 0.149
C -1.684 -2.915 -1.326 0.027
C -0.058 -2.968 1.032 0.020
H -0.635 -3.892 1.212 0.006
H -2.689 -2.983 1.617 0.004
H 0.215 -2.504 1.996 0.000
H -2.507 -1.226 2.038 0.001
H -0.787 -3.151 -1.919 -0.001
H 0.843 -3.210 0.453 0.000
C -2.654 -1.948 1.216 0.043
H -2.114 -3.826 -0.893 0.003
H -3.604 -1.710 0.681 -0.002
H -2.427 -2.387 -1.941 0.001
P 0.024 2.251 0.553 0.160
C 0.358 3.620 -0.646 0.018
C -1.291 3.023 1.551 0.034
H 1.339 1.692 2.540 0.000
H 1.553 3.400 2.083 0.008
H 2.414 2.128 1.191 -0.001
C 1.473 2.372 1.691 0.009
H -1.633 2.284 2.308 -0.001
H -0.879 3.928 2.089 0.010
H 0.637 4.530 -0.088 0.008
H -0.553 3.810 -1.243 0.018
H -2.169 3.336 0.934 -0.007
H 1.170 3.324 -1.327 -0.003
C -0.733 -0.496 -2.356 0.087
O -0.763 -0.890 -3.466 0.106
C 2.721 0.822 -1.351 0.063
Si 1.535 -0.447 -0.535 0.169
C 2.209 -2.027 -1.418 0.031
C 2.422 -0.784 1.173 0.016
H 2.294 1.286 -2.247 -0.001
H 3.650 0.324 -1.675 0.004
H 3.024 1.619 -0.668 0.000
H 3.302 -1.941 -1.576 0.005
H 2.096 -2.943 -0.845 -0.004
H 1.779 -2.198 -2.406 0.000
H 3.476 -1.036 1.043 0.002
H 2.411 0.053 1.854 -0.003
H 2.001 -1.617 1.717 0.000
```

Results
LUMO level (spin up / spin down)	-6.2434 / -10.4286	eV
multiplicity	5
charge	+2
total energy	-1892.05810	a.u.
relative energy (zero: lowest compared OMol25 entry of this formula, charge and spin)	63.7	kJ/mol
expectation value of S²	6.01
gap between HOMO and LUMO (spin up / spin down)	7.73 / 5.99	eV
HOMO energy (spin up / spin down)	-14.0 / -16.4	eV


DFT (ωB97M-V/def2-TZVPD) results for 2 unconnected molecules or ions with the total composition C5H10O.

```
16
Properties=species:S:1:pos:R:3:mulliken_charge:R:1
C -2.135 -0.930 -1.151 -1.152
C -0.973 -0.467 -0.323 0.042
C -0.979 -0.413 1.002 -0.061
C 0.113 0.194 1.829 -0.791
H -2.459 -0.126 -1.817 0.289
H -1.906 -1.813 -1.740 0.288
H -2.995 -1.116 -0.505 0.302
H -0.062 -0.205 -0.858 0.243
H -1.842 -0.812 1.532 0.250
H 0.963 0.506 1.224 0.001
H 0.487 -0.526 2.559 0.309
H -0.279 1.056 2.368 0.292
C 3.015 1.164 -1.027 -0.118
O 3.073 0.078 -1.526 -0.377
H 2.748 2.064 -1.611 0.240
H 3.231 1.348 0.043 0.243
```

Results
LUMO level	0.7796	eV
SMILES	C/C=C/C.C=O
charge	0
total energy	-271.69114	a.u.
relative energy (zero: lowest compared OMol25 entry of this formula, charge and spin)	161.4	kJ/mol
gap between HOMO and LUMO	9.93	eV
HOMO energy	-9.2	eV


DFT (ωB97M-V/def2-TZVPD) results for 6 unconnected molecules or ions with the total composition C6H20O5.

```
31
Properties=species:S:1:pos:R:3:mulliken_charge:R:1
C 0.821 2.951 0.042 -0.918
C 1.359 1.754 -0.181 -0.146
C 1.855 0.792 0.770 -0.404
C 1.857 -0.523 0.459 0.899
C 1.319 -1.119 -0.798 -1.634
C 2.590 -1.447 1.409 -1.116
H 0.716 3.291 1.075 0.237
H 0.564 3.769 -0.614 0.282
H 1.506 1.488 -1.226 0.275
H 2.321 1.102 1.698 0.360
H 2.161 -1.100 -1.490 0.422
H 0.427 -0.715 -1.265 0.375
H 1.072 -2.174 -0.624 0.387
H 1.859 -1.862 2.104 0.256
H 3.408 -0.996 1.970 0.396
H 3.106 -2.252 0.874 0.359
O -0.804 -1.130 2.241 -0.596
H 0.158 -1.287 2.131 0.286
H -1.091 -1.595 3.050 0.274
O -1.493 -2.222 -2.164 -0.586
H -2.346 -2.199 -2.591 0.292
H -1.008 -2.137 -3.005 0.291
O -1.748 1.567 1.302 -0.694
H -0.827 1.306 1.130 0.403
H -1.905 1.021 2.082 0.285
O -2.919 -0.219 -0.682 -0.692
H -2.721 0.296 0.110 0.350
H -2.589 -1.098 -0.473 0.300
O -2.566 1.503 -2.836 -0.654
H -2.749 0.908 -2.075 0.426
H -2.334 2.329 -2.424 0.285
```

Results
LUMO level	0.3163	eV
SMILES	C=CC=C(C)C.O.O.O.O.O
charge	0
total energy	-616.75585	a.u.
relative energy (zero: lowest compared OMol25 entry of this formula, charge and spin)	142.0	kJ/mol
gap between HOMO and LUMO	9.07	eV
HOMO energy	-8.8	eV